No. 1
Below is a molecular structure, C12H36FNa2O16P4 at a distorted geometry, with properties calculated with ωB97M-V/def2-TZVPD.

```
71
Properties=species:S:1:pos:R:3
Na -7.989 13.926 -5.290
Na -8.702 17.190 -4.852
F -9.751 15.093 -4.146
C -13.663 18.600 -5.904
O -13.132 19.267 -4.761
P -12.075 18.576 -3.786
O -10.782 18.262 -4.407
O -11.952 19.654 -2.627
C -11.504 20.974 -2.915
O -12.790 17.356 -3.051
C -12.953 16.157 -3.810
H -14.111 19.297 -6.607
H -14.364 17.837 -5.570
H -12.851 18.142 -6.483
H -10.713 21.174 -2.193
H -12.293 21.711 -2.757
H -11.149 21.145 -3.932
H -12.464 16.140 -4.788
H -14.000 15.867 -3.851
H -12.373 15.375 -3.315
C -11.599 9.138 1.231
O -11.041 10.374 0.829
P -11.287 10.917 -0.648
O -12.384 10.328 -1.406
O -11.389 12.495 -0.393
C -11.667 13.366 -1.480
O -9.839 10.727 -1.299
C -9.645 10.831 -2.691
H -11.598 8.357 0.468
H -12.629 9.221 1.580
H -10.999 8.749 2.053
H -10.786 13.971 -1.727
H -12.403 14.065 -1.078
H -11.991 12.912 -2.416
H -9.148 9.920 -3.042
H -9.028 11.676 -3.000
H -10.574 10.772 -3.266
C -6.021 18.457 0.668
O -6.094 18.084 -0.713
P -7.234 17.140 -1.245
O -7.561 17.323 -2.671
O -6.762 15.661 -0.863
C -7.579 14.576 -1.285
O -8.495 17.428 -0.294
C -9.818 17.219 -0.790
H -5.398 19.348 0.687
H -5.516 17.692 1.264
H -6.956 18.628 1.199
H -7.830 14.689 -2.350
H -8.543 14.516 -0.783
H -7.059 13.624 -1.211
H -9.861 16.440 -1.554
H -10.229 18.148 -1.185
H -10.478 16.848 -0.003
C -10.642 15.935 -7.348
O -11.106 15.390 -8.564
P -12.601 15.690 -9.077
O -13.023 14.943 -10.270
O -13.457 15.385 -7.787
C -14.902 15.493 -7.783
O -12.636 17.279 -9.229
C -11.676 17.946 -10.072
H -10.022 16.825 -7.493
H -10.037 15.170 -6.854
H -11.426 16.171 -6.629
H -15.253 15.973 -8.689
H -15.190 16.017 -6.873
H -15.256 14.476 -7.614
H -11.050 18.567 -9.428
H -12.200 18.522 -10.824
H -10.993 17.207 -10.496
```

Its HOMO energy is -12.5258 eV. For the energy relative to the best compared isomer or geometry (same formula, charge and spin), the calculation gives 86.8 kJ/mol. The LUMO energy is -0.160 Ha. For the orbital gap, the calculation gives 8.163 eV. As for the total charge: +1. As for the largest force on an atom: 0.0355 Eh/bohr.

Löwdin population analysis, charges in e, atoms 1 to 2: 0.754 0.530

No. 2
Below is a single C2H4N4 molecule at a distorted geometry, with properties calculated with ωB97M-V/def2-TZVPD.

```
10
Properties=species:S:1:pos:R:3
C 2.000 -0.447 0.022
C -1.809 0.138 -0.038
N 1.627 0.956 0.187
N 1.214 -1.297 -0.262
N 0.421 1.025 0.157
N -0.357 0.088 0.131
H 3.110 -0.640 -0.064
H -1.991 -1.089 0.021
H -2.129 0.719 0.777
H -2.086 0.547 -0.932
```

Its HOMO energy (spin up / spin down) is -9.7492 / -9.7495 eV. For the energy relative to the best compared isomer or geometry (same formula, charge and spin), the calculation gives 496.9 kJ/mol. The LUMO energy (spin up / spin down) is -0.021 / -0.021 Ha. For the orbital gap (spin up / spin down), the calculation gives 9.190 / 9.190 eV. As for the total charge: 0. As for the largest force on an atom: 0.1111 Eh/bohr.

natural (NBO) population analysis, charges in e, atoms 1 to 2: 0.045 -0.409

No. 3
Below is 2 unconnected molecules or ions with the total composition C4H12O2 at a distorted geometry, with properties calculated with ωB97M-V/def2-TZVPD.

```
18
Properties=species:S:1:pos:R:3
C -0.558 -1.271 -1.320
C -0.053 0.058 -1.853
O -0.806 0.411 -3.025
H -1.415 -1.133 -0.661
H 0.159 -1.791 -0.675
H -0.777 -1.954 -2.137
H -0.124 0.900 -1.195
H 1.020 -0.040 -2.063
H -0.586 -0.281 -3.657
C 0.036 -0.316 2.127
C 0.540 0.887 1.326
O 0.251 2.042 2.143
H -0.688 -0.950 1.610
H -0.462 0.011 3.038
H 0.821 -0.999 2.459
H 1.621 0.779 1.246
H -0.002 1.033 0.403
H 1.025 2.613 2.234
```

Its HOMO energy is -10.2964 eV. Its SMILES is CCO.CCO. For the energy relative to the best compared isomer or geometry (same formula, charge and spin), the calculation gives 109.8 kJ/mol. The LUMO energy is 0.032 Ha. For the orbital gap, the calculation gives 11.166 eV. As for the total charge: 0. As for the largest force on an atom: 0.0379 Eh/bohr.

natural (NBO) population analysis, charges in e, atoms 1 to 2: -0.642 -0.067

No. 4
Below is a gas-phase ion, H6N3P4 (charge +1) at a distorted geometry, with properties calculated with ωB97M-V/def2-TZVPD.

```
13
Properties=species:S:1:pos:R:3
N -1.985 -0.347 0.039
P -0.889 -1.745 0.043
N 0.450 -0.674 0.222
P 2.211 -0.633 -0.357
N 2.013 1.023 0.107
P 0.358 0.953 0.476
P -1.653 1.130 -0.509
H -2.765 -0.325 0.605
H -1.103 -1.992 1.344
H 1.735 -0.637 -1.642
H 2.634 1.716 -0.233
H 0.060 0.793 1.817
H -1.067 0.739 -1.912
```

Its HOMO energy is -13.1945 eV. Its SMILES is N1P[N+]2=[P@@H]3N[PH]23P1. For the energy relative to the best compared isomer or geometry (same formula, charge and spin), the calculation gives 0.0 kJ/mol. The LUMO energy is -0.185 Ha. For the orbital gap, the calculation gives 8.170 eV. As for the total charge: +1. As for the largest force on an atom: 0.0765 Eh/bohr.

natural (NBO) population analysis, charges in e, atoms 1 to 2: -1.227 1.065

No. 5
Below is 2 unconnected molecules or ions with the total composition C3H6N at a distorted geometry, with properties calculated with ωB97M-V/def2-TZVPD.

```
10
Properties=species:S:1:pos:R:3
C -0.917 0.900 1.115
C 0.713 0.383 -0.615
C 0.158 0.423 1.720
N -0.119 -0.645 -1.214
H 0.630 -0.480 1.323
H 0.498 0.810 2.738
H 0.159 1.466 -0.819
H -0.183 -1.620 -0.782
H 0.218 -0.763 -2.142
H -1.156 -0.475 -1.324
```

Its HOMO energy is -14.8923 eV. For the energy relative to the best compared isomer or geometry (same formula, charge and spin), the calculation gives 760.9 kJ/mol. The LUMO energy is -0.235 Ha. For the orbital gap, the calculation gives 8.488 eV. As for the total charge: +1. As for the largest force on an atom: 0.0925 Eh/bohr.

natural (NBO) population analysis, charges in e, atoms 1 to 2: 0.283 0.013

No. 6
Below is 9 unconnected molecules or ions with the total composition H18O9 at a distorted geometry, with properties calculated with ωB97M-V/def2-TZVPD.

```
27
Properties=species:S:1:pos:R:3
O 0.180 -0.645 -1.912
H -0.624 -0.178 -1.639
H 0.714 -0.033 -1.373
O 1.625 -0.904 1.999
H 2.493 -1.055 1.609
H 1.338 -1.767 2.315
O 1.140 1.539 3.514
H 1.574 0.809 3.049
H 0.601 1.091 4.171
O 0.305 -2.830 -0.408
H 0.817 -2.054 -0.251
H 0.296 -3.164 -1.299
O 3.005 0.984 -2.022
H 3.870 0.978 -1.611
H 3.021 0.119 -2.450
O -3.759 -1.968 0.841
H -3.393 -2.689 1.364
H -3.019 -1.741 0.264
O 1.420 3.280 1.704
H 0.565 2.954 2.012
H 1.247 4.186 1.999
O -2.296 0.949 -0.661
H -2.815 1.242 0.071
H -1.776 1.609 -1.108
O -2.250 -0.550 -3.357
H -2.630 0.102 -2.777
H -1.650 -0.261 -4.041
```

Its HOMO energy is -10.5734 eV. Its SMILES is O.O.O.O.O.O.O.O.O. For the energy relative to the best compared isomer or geometry (same formula, charge and spin), the calculation gives 325.2 kJ/mol. The LUMO energy is 0.004 Ha. For the orbital gap, the calculation gives 10.693 eV. As for the total charge: 0. As for the largest force on an atom: 0.0519 Eh/bohr.

natural (NBO) population analysis, charges in e, atoms 1 to 2: -0.945 0.478

No. 7
Below is 4 unconnected molecules or ions with the total composition C10H30N4O4 at a distorted geometry, with properties calculated with ωB97M-V/def2-TZVPD.

```
48
Properties=species:S:1:pos:R:3
C -0.919 3.732 -5.938
O -0.178 2.708 -6.576
C -0.732 1.399 -6.478
C 0.252 0.253 -6.856
C -0.431 -1.090 -6.962
N 1.233 0.180 -5.817
H -0.849 3.562 -4.863
H -1.985 3.827 -6.147
H -0.451 4.706 -6.077
H -1.069 1.294 -5.447
H -1.578 1.357 -7.164
H 0.715 0.546 -7.798
H -1.075 -1.189 -6.089
H 0.353 -1.845 -7.030
H -1.116 -1.174 -7.805
H 0.891 -0.356 -5.033
H 1.263 1.114 -5.434
C 3.966 -0.086 4.677
O 2.755 -0.149 5.312
C 1.843 0.850 5.006
C 1.669 2.081 5.954
C 2.854 2.974 5.884
N 1.496 1.585 7.383
H 4.516 0.807 4.976
H 4.087 -0.113 3.594
H 4.472 -0.991 5.013
H 1.722 0.981 3.931
H 0.886 0.389 5.252
H 0.763 2.610 5.659
H 2.591 3.961 6.264
H 3.027 3.198 4.832
H 3.802 2.538 6.200
H 1.530 2.355 8.036
H 2.194 0.999 7.818
N -5.150 -3.601 1.479
C -5.173 -2.324 1.430
N -5.338 -1.861 2.661
O -5.014 -1.645 0.426
H -5.220 -3.992 2.407
H -5.112 -4.151 0.632
H -5.053 -2.474 3.412
H -5.349 -0.853 2.713
C 0.761 -3.932 -0.490
O 0.164 -2.877 -1.200
H 1.813 -4.104 -0.716
H 0.407 -3.892 0.540
H 0.286 -4.809 -0.930
H -0.519 -2.497 -0.641
```

Its HOMO energy is -8.9545 eV. Its SMILES is COC[C@H](C)N.COC[C@H](C)N.NC(N)=O.CO. The LUMO energy is 0.013 Ha. For the orbital gap, the calculation gives 9.318 eV. As for the total charge: 0. As for the largest force on an atom: 0.1058 Eh/bohr.

natural (NBO) population analysis, charges in e, atoms 1 to 2: -0.250 -0.554

No. 8
Below is 3 unconnected molecules or ions with the total composition C23H46N2O5 at a distorted geometry, with properties calculated with ωB97M-V/def2-TZVPD.

```
76
Properties=species:S:1:pos:R:3
C 6.412 -4.590 -5.509
C 5.591 -3.671 -4.477
C 4.536 -2.668 -5.205
O 3.251 -2.856 -4.569
C 2.220 -3.283 -5.466
O 1.474 -4.460 -4.984
C 2.327 -5.589 -4.897
O 1.980 -6.651 -5.471
H 5.837 -5.544 -5.792
H 6.686 -4.053 -6.483
H 7.365 -4.937 -4.957
H 4.974 -4.356 -3.809
H 6.283 -3.048 -3.805
H 4.544 -2.750 -6.339
H 4.900 -1.605 -4.933
H 2.537 -3.454 -6.545
H 1.433 -2.439 -5.491
H 3.292 -5.610 -4.287
C -0.558 -2.101 -2.526
C 0.101 -1.233 -1.418
C -0.801 -1.169 -0.163
C -2.004 -0.251 -0.322
C -1.555 1.140 -0.750
C -0.686 1.119 -2.025
N 0.437 0.122 -1.957
O 1.393 0.654 -1.151
C -1.603 0.825 -3.238
C -0.176 2.556 -2.304
C 1.357 -2.059 -1.028
H -1.329 -2.759 -2.115
H -1.017 -1.536 -3.332
H 0.176 -2.736 -3.032
H -0.216 -0.818 0.695
H -1.147 -2.172 0.105
H -2.712 -0.675 -1.042
H -2.539 -0.183 0.630
H -2.438 1.770 -0.905
H -0.998 1.599 0.076
H -1.014 0.639 -4.141
H -2.257 1.678 -3.453
H -2.277 -0.017 -3.077
H 0.388 2.973 -1.464
H -1.012 3.240 -2.479
H 0.461 2.581 -3.193
H 2.071 -2.108 -1.856
H 1.074 -3.087 -0.778
H 1.876 -1.657 -0.154
C -3.431 4.243 5.043
C -3.324 2.735 4.680
C -3.187 1.873 5.956
C -1.805 1.933 6.590
C -0.737 1.573 5.563
C -0.817 2.443 4.292
N -2.202 2.517 3.713
O -2.434 1.337 3.083
C -0.293 3.860 4.633
C 0.218 1.919 3.263
C -4.718 2.422 4.071
H -3.728 4.383 6.086
H -2.519 4.811 4.891
H -4.171 4.754 4.421
H -3.408 0.825 5.720
H -3.935 2.173 6.697
H -1.624 2.926 7.012
H -1.756 1.230 7.427
H 0.251 1.670 6.025
H -0.846 0.514 5.300
H -0.481 4.558 3.813
H 0.789 3.849 4.804
H -0.721 4.270 5.549
H 0.068 0.865 3.015
H 1.235 1.997 3.659
H 0.181 2.500 2.337
H -4.870 2.962 3.132
H -5.512 2.731 4.760
H -4.869 1.357 3.880
```

Its HOMO energy (spin up / spin down) is -8.7079 / -9.3495 eV. For the energy relative to the best compared isomer or geometry (same formula, charge and spin), the calculation gives 205.9 kJ/mol. The LUMO energy (spin up / spin down) is 0.028 / -0.007 Ha. Its multiplicity is 3. For the orbital gap (spin up / spin down), the calculation gives 9.472 / 9.163 eV. As for the total charge: 0. As for the largest force on an atom: 0.0914 Eh/bohr.

Löwdin population analysis, charges in e, atoms 1 to 2: -0.131 -0.208

Q: Among the records above, which one has the lowest largest force on an atom?
A: C12H36FNa2O16P4

Please write out number 4 again, unchanged.
Below is a gas-phase ion, H6N3P4 (charge +1) at a distorted geometry, with properties calculated with ωB97M-V/def2-TZVPD.

```
13
Properties=species:S:1:pos:R:3
N -1.985 -0.347 0.039
P -0.889 -1.745 0.043
N 0.450 -0.674 0.222
P 2.211 -0.633 -0.357
N 2.013 1.023 0.107
P 0.358 0.953 0.476
P -1.653 1.130 -0.509
H -2.765 -0.325 0.605
H -1.103 -1.992 1.344
H 1.735 -0.637 -1.642
H 2.634 1.716 -0.233
H 0.060 0.793 1.817
H -1.067 0.739 -1.912
```

Its HOMO energy is -13.1945 eV. Its SMILES is N1P[N+]2=[P@@H]3N[PH]23P1. For the energy relative to the best compared isomer or geometry (same formula, charge and spin), the calculation gives 0.0 kJ/mol. The LUMO energy is -0.185 Ha. For the orbital gap, the calculation gives 8.170 eV. As for the total charge: +1. As for the largest force on an atom: 0.0765 Eh/bohr.

natural (NBO) population analysis, charges in e, atoms 1 to 2: -1.227 1.065

Please write out number 2 again, unchanged.
Below is a single C2H4N4 molecule at a distorted geometry, with properties calculated with ωB97M-V/def2-TZVPD.

```
10
Properties=species:S:1:pos:R:3
C 2.000 -0.447 0.022
C -1.809 0.138 -0.038
N 1.627 0.956 0.187
N 1.214 -1.297 -0.262
N 0.421 1.025 0.157
N -0.357 0.088 0.131
H 3.110 -0.640 -0.064
H -1.991 -1.089 0.021
H -2.129 0.719 0.777
H -2.086 0.547 -0.932
```

Its HOMO energy (spin up / spin down) is -9.7492 / -9.7495 eV. For the energy relative to the best compared isomer or geometry (same formula, charge and spin), the calculation gives 496.9 kJ/mol. The LUMO energy (spin up / spin down) is -0.021 / -0.021 Ha. For the orbital gap (spin up / spin down), the calculation gives 9.190 / 9.190 eV. As for the total charge: 0. As for the largest force on an atom: 0.1111 Eh/bohr.

natural (NBO) population analysis, charges in e, atoms 1 to 2: 0.045 -0.409